*a*
Here is a cluster of 2 separate species, C2H8N2S in total from the OMol25 dataset. Energies are from ωB97M-V/def2-TZVPD.

The geometry in XYZ format:
```
13
Properties=species:S:1:pos:R:3:mulliken_charge:R:1
C 1.709 1.186 -0.651 -0.908
S 1.463 -0.630 -0.442 -0.612
H 1.463 1.668 0.287 0.245
H 0.933 1.594 -1.311 0.265
H 2.683 1.544 -0.840 0.331
N -2.080 -1.121 0.605 -0.310
C -1.893 0.148 0.283 0.216
N -0.751 0.776 0.661 -0.337
H -1.223 -1.697 0.648 0.248
H -2.996 -1.457 0.600 0.218
H -2.787 0.757 -0.193 0.257
H -0.743 1.761 0.362 0.272
H 0.180 0.322 0.864 0.115
```

gap between HOMO and LUMO = 0.239 hartree
HOMO level = -6.501 eV


*b*
Here is a cluster of 2 separate species, C2H8N2S in total from the OMol25 dataset. Energies are from ωB97M-V/def2-TZVPD.

The geometry in XYZ format:
```
13
Properties=species:S:1:pos:R:3:mulliken_charge:R:1
S -2.254 -1.549 0.634 -0.822
H -3.337 -1.764 1.391 0.013
C 0.065 0.989 -0.089 -0.032
C 0.620 -0.224 0.073 -0.446
N 1.895 -0.517 -0.625 -0.296
N -1.125 1.347 0.398 -0.271
H 0.635 1.750 -0.630 0.172
H 0.142 -1.074 0.528 0.309
H 1.765 -1.014 -1.512 0.339
H 2.406 0.348 -0.811 0.348
H 2.482 -1.103 -0.022 0.373
H -1.813 0.572 0.567 0.064
H -1.480 2.238 0.097 0.248
```

gap between HOMO and LUMO = 0.202 hartree
HOMO level = -6.175 eV


*c*
Here is a cluster of 2 separate species, C2H8N2S in total from the OMol25 dataset. Energies are from ωB97M-V/def2-TZVPD.

The geometry in XYZ format:
```
13
Properties=species:S:1:pos:R:3:mulliken_charge:R:1
C -1.751 -1.032 0.226 -0.778
N -0.388 -0.594 0.158 -0.180
N -0.114 0.433 0.733 -0.225
C 1.265 0.808 0.686 -0.809
H -2.006 -1.499 1.193 0.291
H -2.490 -0.256 0.018 0.324
H -1.901 -1.788 -0.449 0.369
H 1.241 1.870 0.214 0.191
H 1.584 1.046 1.629 0.312
H 1.791 -0.005 0.270 0.505
S -0.183 0.434 -2.482 -0.308
H 0.727 -0.240 -1.767 0.187
H -0.794 -0.626 -2.871 0.121
```

gap between HOMO and LUMO = 0.355 hartree
HOMO level = -8.623 eV
SMILES = C/N=N/C.S


*d*
Here is the molecule C2H8N2S from the OMol25 dataset. Energies are from ωB97M-V/def2-TZVPD.

The geometry in XYZ format:
```
13
Properties=species:S:1:pos:R:3:mulliken_charge:R:1
C -1.288 1.265 0.095 -0.869
N -0.732 0.077 -0.388 -0.211
N 0.441 -0.304 0.215 -0.197
C 0.754 -1.735 0.020 -0.654
S 1.881 0.738 -0.047 -0.178
H -1.150 1.483 1.079 0.403
H -1.139 2.227 -0.475 0.265
H -2.458 1.149 -0.033 0.262
H -0.666 0.061 -1.420 0.267
H 1.816 -1.785 0.250 0.319
H 0.232 -2.568 0.678 0.212
H 0.500 -1.893 -1.054 0.262
H 1.808 1.285 1.082 0.119
```

gap between HOMO and LUMO = 0.340 hartree
HOMO level = -8.373 eV
SMILES = CNN(C)S


Energy comparison, zero being the most stable, in eV: *a* 0.000; *b* 0.466; *c* 0.305; *d* 0.600.


*a*
Here is the molecule C2H8N2S from the OMol25 dataset. Energies are from ωB97M-V/def2-TZVPD.

The geometry in XYZ format:
```
13
Properties=species:S:1:pos:R:3:mulliken_charge:R:1
C 0.776 1.353 -0.216 -0.749
N 0.990 0.033 -0.614 -0.253
S 2.342 -0.713 0.011 -0.169
C -0.496 -0.842 -0.058 -0.622
N -1.969 -0.861 -0.167 -0.458
H -0.060 1.764 -0.917 0.264
H 0.561 1.557 0.876 0.294
H 1.508 2.125 -0.532 0.281
H 1.857 -0.899 1.394 0.123
H -0.542 -0.594 1.037 0.353
H -0.081 -1.800 -0.010 0.443
H -2.494 -0.107 0.325 0.259
H -2.394 -1.016 -1.129 0.232
```

gap between HOMO and LUMO = 0.360 hartree
HOMO level = -8.932 eV
SMILES = CN(S)CN


*b*
Here is a cluster of 2 separate species, C2H8N2S in total from the OMol25 dataset. Energies are from ωB97M-V/def2-TZVPD.

The geometry in XYZ format:
```
13
Properties=species:S:1:pos:R:3:mulliken_charge:R:1
C 2.287 -0.515 0.122 -0.833
C 1.206 0.455 -0.126 -0.780
N -2.304 1.132 -0.200 -0.442
N -1.644 0.070 0.299 -0.085
S -2.255 -1.371 -0.231 -0.146
H 3.074 -0.346 -0.523 0.314
H 2.761 -0.585 1.078 0.295
H 1.782 -1.420 -0.111 0.224
H 0.313 0.307 0.383 0.533
H 1.236 0.995 -1.028 0.315
H -3.327 1.244 -0.237 0.243
H -1.934 2.024 0.082 0.206
H -1.194 -1.990 0.492 0.155
```

gap between HOMO and LUMO (spin up / spin down) = 0.294 / 0.302 hartree
HOMO level (spin up / spin down) = -7.489 / -7.410 eV


Energy comparison, zero being the most stable, in eV: *a* 0.000; *b* 1.752.


*a*
Here is a structure of composition C4H15NO3 from the OMol25 dataset. Energies are from ωB97M-V/def2-TZVPD.

The geometry in XYZ format:
```
23
Properties=species:S:1:pos:R:3:mulliken_charge:R:1
C -0.521 2.582 -0.704 -1.263
C -0.767 1.076 -0.902 0.573
C -0.604 0.177 0.219 -0.169
N -0.110 -1.083 -0.138 -0.475
C -2.244 0.912 -1.432 -1.562
H -0.791 3.146 -1.588 0.432
H 0.521 2.660 -0.398 0.320
H -1.164 2.836 0.138 0.374
H -0.496 0.787 1.131 0.369
H -0.728 -1.816 0.224 0.318
H -0.344 0.739 -1.899 0.210
H -2.966 1.113 -0.606 0.393
H -2.580 -0.069 -1.765 0.409
H -2.493 1.655 -2.182 0.401
H 1.463 -3.033 1.862 0.409
H 2.261 -0.049 0.558 0.400
O 1.520 -3.767 2.557 -0.711
H 0.843 -1.391 0.301 0.487
H 1.183 0.652 -0.102 0.250
O 2.097 0.764 0.071 -0.720
H 1.466 -3.389 3.435 0.274
H 2.590 -2.522 0.447 0.240
O 1.863 -1.981 0.772 -0.957
```

gap between HOMO and LUMO = 0.258 hartree
HOMO level = -9.523 eV


*b*
Here is a cluster of 4 separate species, C4H15NO3 in total from the OMol25 dataset. Energies are from ωB97M-V/def2-TZVPD.

The geometry in XYZ format:
```
23
Properties=species:S:1:pos:R:3:mulliken_charge:R:1
C 0.904 -0.302 -2.737 -0.259
N 0.715 -1.264 -1.898 -0.548
C -0.505 -1.014 -1.115 -0.085
C -0.177 -0.399 0.166 -0.422
C -1.428 -0.535 1.120 -1.058
H 0.300 0.629 -2.983 0.250
H 1.750 -0.488 -3.425 0.264
H -1.294 -0.392 -1.723 0.268
H -0.700 -2.147 -0.983 0.255
H 0.718 -0.877 0.521 0.270
H 0.252 0.657 0.263 0.320
H -1.349 -0.238 2.101 0.382
H -2.229 0.105 0.662 0.050
H -1.644 -1.706 1.082 0.284
O 1.629 1.764 2.744 -0.658
H 2.327 1.306 2.174 0.309
H 1.466 1.112 3.568 0.322
O 2.685 -0.445 0.876 -0.609
H 2.157 -0.689 0.111 0.341
H 3.276 -1.153 1.011 0.285
O -3.003 2.356 -0.736 -0.648
H -3.472 1.477 -0.842 0.330
H -2.377 2.242 0.045 0.360
```

gap between HOMO and LUMO = 0.412 hartree
HOMO level = -10.506 eV
SMILES = C=NCCC.O.O.O


Energy comparison, zero being the most stable, in eV: *a* 2.055; *b* 0.000.


*a*
Here is a cluster of 2 separate species, C20H23N3O3 in total from the OMol25 dataset. Energies are from ωB97M-V/def2-TZVPD.

The geometry in XYZ format:
```
49
Properties=species:S:1:pos:R:3:mulliken_charge:R:1
C -8.642 -1.671 -2.289 -0.803
O -9.024 -1.044 -1.057 -0.447
C -8.069 -0.295 -0.411 0.536
C -8.522 0.671 0.493 -0.464
C -7.622 1.495 1.178 -0.440
C -6.248 1.346 0.969 -0.756
C -5.775 0.372 0.084 0.268
C -4.373 0.204 -0.138 -0.177
C -3.187 0.043 -0.352 -0.203
C -1.795 -0.150 -0.606 0.543
C -0.893 -0.059 0.456 -0.867
C 0.465 -0.239 0.226 -0.162
C 0.870 -0.507 -1.079 -0.654
C -0.084 -0.595 -2.100 0.673
C 0.351 -0.890 -3.503 -1.239
N -1.391 -0.416 -1.859 -0.497
C -6.683 -0.442 -0.598 -0.219
H -7.968 -2.513 -2.102 0.299
H -9.533 -2.054 -2.796 0.242
H -8.148 -0.958 -2.958 0.366
H -9.590 0.783 0.650 0.411
H -7.991 2.247 1.870 0.383
H -5.546 1.984 1.497 0.433
H -1.260 0.153 1.455 0.406
H 1.173 -0.172 1.044 0.553
H 1.921 -0.651 -1.303 0.445
H 1.093 -1.693 -3.510 0.361
H -0.504 -1.202 -4.108 0.336
H 0.791 0.004 -3.953 0.269
H -6.285 -1.189 -1.276 0.425
C 6.343 -1.613 0.979 -0.759
N 5.075 -1.170 1.558 -0.143
C 4.478 0.029 1.506 0.584
O 3.360 0.131 1.993 -0.700
C 5.122 1.280 0.874 -0.749
N 6.588 1.375 0.899 -0.134
C 7.306 1.478 2.017 0.665
C 8.799 1.633 1.848 -1.147
O 6.817 1.444 3.136 -0.630
H 6.360 -2.703 0.932 0.333
H 7.173 -1.282 1.606 0.197
H 6.460 -1.218 -0.032 0.277
H 4.541 -1.858 2.068 0.258
H 4.796 1.322 -0.164 0.390
H 4.712 2.150 1.388 0.300
H 7.076 1.424 0.021 0.264
H 9.005 2.525 1.259 0.349
H 9.252 1.738 2.834 0.308
H 9.204 0.754 1.353 0.318
```

gap between HOMO and LUMO = 0.310 hartree
HOMO level = -8.105 eV
SMILES = COc1cccc(C#Cc2cccc(C)n2)c1.CNC(=O)CNC(C)=O


*b*
Here is the molecule C20H23N3O3 from the OMol25 dataset. Energies are from ωB97M-V/def2-TZVPD.

The geometry in XYZ format:
```
49
Properties=species:S:1:pos:R:3:mulliken_charge:R:1
C -6.587 -2.357 -1.147 -0.866
O -5.213 -2.614 -0.979 -0.451
C -4.433 -1.651 -0.426 0.719
C -4.878 -0.402 -0.006 -0.523
C -3.977 0.489 0.544 -1.147
C -2.627 0.179 0.661 0.118
C -1.731 1.234 1.204 -0.447
O -1.906 1.752 2.282 -0.581
C -0.643 1.711 0.256 1.583
C -1.133 3.008 -0.410 -1.165
C -0.035 3.586 -1.300 -0.610
C 1.260 3.773 -0.507 -0.994
N 1.651 2.512 0.092 0.192
C 2.687 1.820 -0.464 0.804
O 3.410 2.344 -1.300 -0.726
C 2.919 0.432 -0.023 0.153
C 4.023 -0.212 -0.432 -0.205
C 4.378 -1.561 -0.132 0.411
C 5.498 -2.288 -0.493 -0.586
N 5.432 -3.541 0.007 -0.653
C 4.306 -3.604 0.665 -0.165
N 3.625 -2.438 0.617 -0.002
C 0.659 2.023 1.011 -1.856
C -2.177 -1.087 0.268 1.308
C -0.752 -1.520 0.468 -1.725
C -3.086 -1.980 -0.266 -0.508
H -6.758 -1.506 -1.814 0.346
H -7.081 -2.173 -0.187 0.345
H -7.001 -3.257 -1.598 0.244
H -5.914 -0.116 -0.093 0.420
H -4.318 1.457 0.880 0.467
H -0.454 0.968 -0.521 0.180
H -2.030 2.805 -0.999 0.412
H -1.393 3.726 0.371 0.389
H -0.354 4.545 -1.709 0.429
H 0.158 2.907 -2.134 0.325
H 2.072 4.097 -1.160 0.480
H 1.116 4.513 0.287 0.359
H 2.181 -0.062 0.589 -0.269
H 4.722 0.333 -1.053 0.450
H 6.334 -1.969 -1.082 0.429
H 3.951 -4.471 1.186 0.399
H 2.737 -2.237 1.044 0.140
H 1.015 1.151 1.557 0.599
H 0.451 2.805 1.751 0.078
H -0.301 -0.983 1.299 0.321
H -0.716 -2.587 0.678 0.537
H -0.163 -1.340 -0.432 0.354
H -2.770 -2.968 -0.566 0.488
```

gap between HOMO and LUMO = 0.317 hartree
HOMO level = -8.419 eV
SMILES = COc1ccc(C(=O)[C@H]2CCCN(C(=O)/C=C/c3cnc[nH]3)C2)c(C)c1


Energy comparison, zero being the most stable, in eV: *a* 1.384; *b* 0.000.